--- w ---
ORCA calculation (ωB97M-V/def2-TZVPD) on a 3-piece molecular cluster, C3H12O3 overall.

Bonds (Å) are listed after each position.
Atoms and positions in Å:
1 O 2.2000 -0.4357 2.8469  H9 0.961, H13 0.973
2 O -0.4523 0.0769 0.7698  C5 1.412, H7 0.962
3 O -1.7485 -2.7128 0.1574  H11 0.967, H16 0.965
4 C 0.2992 1.9110 -2.4202  C6 1.513, H10 1.090, H14 1.093, H15 1.088
5 C 0.2750 0.5984 -0.3224  O2 1.412, C6 1.513, H12 1.096, H18 1.069
6 C -0.5812 1.2010 -1.4147  C4 1.513, C5 1.513, H8 1.089, H17 1.094
7 H -0.9059 -0.7121 0.4583  O2 0.962
8 H -1.2722 1.9448 -1.0217  C6 1.089
9 H 2.8383 0.1865 2.4885  O1 0.961
10 H 0.9369 1.2227 -2.9758  C4 1.090
11 H -2.2851 -2.2434 0.8101  O3 0.967
12 H 0.8821 -0.1789 -0.8007  C5 1.096
13 H 1.7238 -0.7875 2.0747  O1 0.973
14 H 0.8925 2.6606 -1.8908  C4 1.093
15 H -0.2534 2.4834 -3.1624  C4 1.088
16 H -2.3333 -3.4414 -0.0840  O3 0.965
17 H -1.1808 0.4142 -1.8829  C6 1.094
18 H 0.9733 1.3326 0.0196  C5 1.069

The LUMO energy is 0.52 eV. As for the HOMO energy: -10.277 eV.

***

--- x ---
ORCA calculation (ωB97M-V/def2-TZVPD) on a 3-piece molecular cluster, C3H12O3 overall.

Bonds (Å) are listed after each position.
Atoms and positions in Å:
1 O -1.7328 0.5555 -3.3727  C5 1.420, H12 0.960
2 O 2.2961 -1.1151 1.2487  C4 1.414, H8 0.960
3 O 0.2119 0.9811 2.0456  C6 1.419, H16 0.965
4 C 1.8342 -0.6729 -0.0127  O2 1.414, H7 1.092, H13 1.087, H18 1.101
5 C -1.0409 0.4940 -2.1339  O1 1.420, H9 1.088, H15 1.094, H17 1.093
6 C -0.9977 0.2466 2.1508  O3 1.419, H10 1.093, H11 1.094, H14 1.090
7 H 2.3126 -1.1367 -0.8779  C4 1.092
8 H 2.5089 -2.0497 1.1970  O2 0.960
9 H -0.3645 -0.3566 -2.1760  C5 1.088
10 H -1.1012 -0.1975 3.1445  C6 1.093
11 H -1.0959 -0.5254 1.3824  C6 1.094
12 H -2.4367 1.2045 -3.2971  O1 0.960
13 H 1.9045 0.4115 -0.0373  C4 1.087
14 H -1.8137 0.9573 2.0195  C6 1.090
15 H -1.7177 0.3274 -1.2905  C5 1.094
16 H 0.9367 0.3500 2.1293  O3 0.965
17 H -0.4667 1.4083 -1.9643  C5 1.093
18 H 0.7630 -0.8824 -0.1554  C4 1.101

The LUMO energy is 0.68 eV. As for the HOMO energy: -10.245 eV.

***

--- y ---
ORCA calculation (ωB97M-V/def2-TZVPD) on a 3-piece molecular cluster, C3H12O3 overall.

Bonds (Å) are listed after each position.
Atoms and positions in Å:
1 O -0.5257 12.5995 -15.0082  C4 1.436, H15 0.959
2 O 0.5644 10.6960 -11.4476  C5 1.421, H17 0.959
3 O -2.4117 9.9891 -13.8336  C6 1.416, H14 0.967
4 C -1.4714 13.1008 -15.9648  O1 1.436, H7 1.085, H8 1.090, H9 1.092
5 C 1.0273 9.4289 -11.0004  O2 1.421, H10 1.086, H13 1.089, H18 1.093
6 C -2.5676 9.0251 -12.8083  O3 1.416, H11 1.098, H12 1.093, H16 1.092
7 H -2.3531 13.4024 -15.4092  C4 1.085
8 H -1.6987 12.2981 -16.6667  C4 1.090
9 H -1.0689 13.9812 -16.4703  C4 1.092
10 H 0.6928 8.6949 -11.7275  C5 1.086
11 H -1.6417 8.4423 -12.7162  C6 1.098
12 H -2.8547 9.4190 -11.8298  C6 1.093
13 H 2.1078 9.4039 -10.8640  C5 1.089
14 H -1.6368 10.5209 -13.6077  O3 0.967
15 H 0.2947 12.3750 -15.4505  O1 0.959
16 H -3.3285 8.3019 -13.1074  C6 1.092
17 H 1.1992 11.3752 -11.2134  O2 0.959
18 H 0.5757 9.1872 -10.0346  C5 1.093

The LUMO energy is 0.80 eV. As for the HOMO energy: -9.939 eV.

***

Most stable: w

***

--- w ---
ORCA calculation (ωB97M-V/def2-TZVPD) on the molecule C5H13N3.

Bonds (Å) are listed after each position.
Atoms and positions in Å:
1 N 2.1970 1.3111 1.2693  N2 1.432, H17 1.017, H19 1.020
2 N 1.8451 0.6998 0.0235  N1 1.432, C4 1.422, H11 1.013
3 N -1.4125 0.9219 -1.5841  C5 1.371, H15 1.008, H20 1.009
4 C 0.8050 1.2978 -0.7407  N2 1.422, C5 1.340, H21 1.090
5 C -0.3435 0.6095 -0.7842  N3 1.371, C4 1.340, C8 1.825
6 C -1.1533 -0.6775 1.3665  C8 1.520, H9 1.089, H14 1.088, H18 1.091
7 C -0.4751 -2.0268 -0.6804  C8 1.518, H10 1.088, H12 1.097, H13 1.090
8 C -0.1387 -0.8776 0.2530  C5 1.825, C6 1.520, C7 1.518, H16 1.092
9 H -0.9200 0.2163 1.9433  C6 1.089
10 H -1.4664 -1.9070 -1.1139  C7 1.088
11 H 2.7013 0.5642 -0.5014  N2 1.013
12 H -0.4299 -2.9728 -0.1272  C7 1.097
13 H 0.2518 -2.0883 -1.4910  C7 1.090
14 H -2.1584 -0.5698 0.9646  C6 1.088
15 H -2.3132 0.5859 -1.2810  N3 1.008
16 H 0.8199 -1.1114 0.7201  C8 1.092
17 H 1.4014 1.1925 1.8918  N1 1.017
18 H -1.1282 -1.5242 2.0535  C6 1.091
19 H 2.3385 2.3150 1.1544  N1 1.020
20 H -1.4082 1.8088 -2.0654  N3 1.009
21 H 0.9874 2.2328 -1.2709  C4 1.090

The LUMO energy is 0.99 eV. As for the HOMO energy: -7.930 eV.

***

--- x ---
ORCA calculation (ωB97M-V/def2-TZVPD) on a 2-piece molecular cluster, C5H13N3 overall.

Bonds (Å) are listed after each position.
Atoms and positions in Å:
1 N -1.4909 0.3369 -0.3497  C6 1.411, C8 1.270
2 N 0.9745 1.9119 0.7882  N3 1.364, C4 1.293
3 N 1.5413 1.2486 1.8361  N2 1.364, H17 1.010, H20 1.021
4 C 1.3757 1.6093 -0.4037  N2 1.293, H11 1.080, H15 1.095
5 C -0.0861 -1.6273 0.3853  C6 1.530, H12 1.086, H13 1.091, H18 1.092
6 C -0.5628 -0.6644 -0.7044  N1 1.411, C5 1.530, C7 1.524, H21 1.211
7 C -1.0763 -1.4031 -1.9347  C6 1.524, H10 1.087, H14 1.087, H19 1.089
8 C -1.5377 0.8328 0.8186  N1 1.270, H9 1.082, H16 1.091
9 H -2.1363 1.7248 0.9508  C8 1.082
10 H -1.3840 -0.6909 -2.6956  C7 1.087
11 H 1.0075 2.2503 -1.1910  C4 1.080
12 H 0.3738 -1.0890 1.2091  C5 1.086
13 H 0.6639 -2.3093 -0.0185  C5 1.091
14 H -0.3241 -2.0828 -2.3281  C7 1.087
15 H 2.3525 1.1461 -0.5798  C4 1.095
16 H -1.1380 0.3658 1.7196  C8 1.091
17 H 1.4632 1.7734 2.6955  N3 1.010
18 H -0.9263 -2.2161 0.7584  C5 1.092
19 H -1.9492 -1.9997 -1.6722  C7 1.089
20 H 2.4662 0.8485 1.6740  N3 1.021
21 H 0.3932 0.0343 -0.9578  C6 1.211

The LUMO energy is 0.94 eV. As for the HOMO energy: -8.872 eV.

***

--- y ---
ORCA calculation (ωB97M-V/def2-TZVPD) on the molecule C5H13N3.

Bonds (Å) are listed after each position.
Atoms and positions in Å:
1 N 0.9245 2.7511 1.2686  C6 1.400, H10 1.012, H19 1.009
2 N 0.0920 2.0899 -0.7847  C6 1.392, H14 1.007, H16 1.010
3 N -0.2960 -0.6695 0.3050  C4 1.443, C7 1.701, C8 1.477, H15 1.151
4 C 0.3443 0.4323 0.9818  N3 1.443, C6 1.346, H13 1.080
5 C 0.5984 -2.7344 -0.6230  C7 1.469, H18 1.087, H20 1.087
6 C 0.4620 1.6805 0.4931  N1 1.400, N2 1.392, C4 1.346
7 C 0.4294 -1.3474 -1.0763  N3 1.701, C5 1.469, H11 1.093, H12 1.088
8 C -1.7684 -0.5935 0.2109  N3 1.477, H9 1.090, H17 1.090, H21 1.091
9 H -2.1960 -0.3940 1.1935  C8 1.090
10 H 1.6082 3.3285 0.7953  N1 1.012
11 H -0.2635 -1.1493 -1.8982  C7 1.093
12 H 1.3389 -0.7614 -1.1939  C7 1.088
13 H 0.8217 0.1688 1.9144  C4 1.080
14 H -0.2965 1.3785 -1.3820  N2 1.007
15 H -0.0197 -1.7250 0.6711  N3 1.151
16 H -0.4030 2.9696 -0.8147  N2 1.010
17 H -2.0785 0.1908 -0.4803  C8 1.090
18 H -0.0359 -3.4765 -1.1015  C5 1.087
19 H 1.2425 2.4864 2.1892  N1 1.009
20 H 1.6265 -3.0698 -0.5136  C5 1.087
21 H -2.1309 -1.5558 -0.1545  C8 1.091

The LUMO energy is 0.74 eV. As for the HOMO energy: -6.430 eV.

***

Most stable: x